Entry 1
ORCA calculation (ωB97M-V/def2-TZVPD) on a cluster of 13 separate species, C4H24BO20 in total.

Positions of all 49 atoms, in Å:
1 O -1.53 3.60 -0.72
2 C -1.16 2.62 -0.13
3 O -0.61 1.53 -0.66
4 B -0.37 0.58 0.43
5 O -0.71 1.25 1.68
6 C -1.23 2.44 1.40
7 O -1.75 3.18 2.17
8 O 1.04 0.11 0.41
9 C 1.09 -1.20 0.36
10 O 2.08 -1.87 0.48
11 C -0.36 -1.72 0.30
12 O -1.15 -0.68 0.27
13 O -0.67 -2.88 0.24
14 O -3.05 2.59 -2.87
15 H -2.50 3.06 -2.21
16 H -3.82 2.31 -2.38
17 O 1.82 2.15 -2.41
18 H 2.70 2.44 -2.15
19 H 1.44 1.78 -1.61
20 O 1.43 -5.02 0.10
21 H 2.04 -4.66 -0.55
22 H 0.89 -4.26 0.36
23 O -0.34 -0.74 3.75
24 H -1.03 -1.40 3.72
25 H -0.53 -0.14 3.01
26 O -1.61 6.59 -1.26
27 H -1.71 5.64 -1.38
28 H -2.17 6.80 -0.51
29 O -2.80 -4.90 1.04
30 H -3.74 -4.71 0.98
31 H -2.39 -4.08 1.34
32 O -2.00 -3.90 -2.29
33 H -2.77 -3.35 -2.16
34 H -1.63 -4.01 -1.41
35 O 4.44 -2.77 1.72
36 H 3.49 -2.58 1.68
37 H 4.61 -3.25 0.90
38 O -3.06 -0.25 -3.64
39 H -2.43 -0.28 -2.92
40 H -3.91 -0.06 -3.23
41 O 4.46 0.22 -0.06
42 H 5.19 0.29 0.55
43 H 3.77 -0.26 0.43
44 O 4.81 -2.34 -1.42
45 H 5.66 -2.16 -1.83
46 H 4.53 -1.49 -1.05
47 O -1.54 5.27 4.24
48 H -1.53 6.00 3.62
49 H -1.42 4.49 3.69

The HOMO-LUMO gap comes out at 0.380 Eh. The calculation puts the highest occupied orbital energy at -0.3153 hartree. The spin multiplicity is 1. Its charge is -1.

Entry 2
ORCA calculation (ωB97M-V/def2-TZVPD) on a cluster of 13 separate species, C4H24BO20 in total.

Positions of all 49 atoms, in Å:
1 O 0.22 -3.22 1.38
2 C -0.18 -2.14 1.04
3 O 0.39 -1.34 0.16
4 B -0.44 -0.14 -0.04
5 O -1.42 -0.18 1.08
6 C -1.30 -1.32 1.73
7 O -1.88 -1.65 2.72
8 O -1.06 -0.12 -1.37
9 C -0.60 0.91 -2.05
10 O -0.90 1.22 -3.17
11 C 0.43 1.64 -1.17
12 O 0.36 1.10 0.03
13 O 1.16 2.51 -1.53
14 O -3.03 1.90 -5.13
15 H -2.52 1.67 -4.34
16 H -3.67 1.20 -5.22
17 O 0.65 2.40 -5.40
18 H 0.02 2.17 -4.71
19 H 0.24 3.14 -5.85
20 O 0.67 -3.74 4.54
21 H 0.88 -4.59 4.94
22 H 0.67 -3.90 3.59
23 O -3.78 -1.04 5.15
24 H -3.71 -0.71 4.24
25 H -3.27 -1.85 5.13
26 O 0.04 2.95 2.87
27 H 0.79 2.37 3.04
28 H -0.46 2.51 2.17
29 O 1.70 -6.10 0.14
30 H 2.41 -6.73 0.30
31 H 1.34 -5.91 1.02
32 O -0.28 4.47 0.37
33 H -0.05 4.58 -0.56
34 H 0.46 3.99 0.75
35 O 0.34 4.84 -2.95
36 H 1.03 5.45 -3.23
37 H 0.79 3.98 -2.86
38 O 2.24 -1.56 -2.10
39 H 1.84 -1.88 -2.91
40 H 1.51 -1.45 -1.49
41 O -4.03 0.63 2.66
42 H -4.33 -0.13 2.15
43 H -3.16 0.83 2.31
44 O 3.33 -3.74 1.01
45 H 3.00 -4.48 0.49
46 H 2.58 -3.47 1.54
47 O 3.72 1.80 0.20
48 H 3.99 0.92 -0.08
49 H 3.28 2.18 -0.57

The HOMO-LUMO gap comes out at 0.387 Eh. The calculation puts the highest occupied orbital energy at -0.3121 hartree. The spin multiplicity is 1. Its charge is -1.

Most stable structure, least stable structure: entry 2, entry 1.